The following is a quantum chemistry calculation of 3 unconnected molecules or ions with the total composition C39H79ClINO5Si5 at a distorted geometry, from OMol25.

Output
SMILES = C[C@@]1(CCCCCCCC[Si](C)(C)c2ccccc2)[C@@](CN)(CC=O)C(=O)O[C@]1(I)CCCCl.C[Si](C)(C)O[Si](C)(C)C.C[Si](C)(C)O[Si](C)(C)C
Maximum force = 3.677 eV/Å
Molecular weight = 944.85 g/mol
Total energy = -113470.6042 eV

Cartesian coordinates (Å):
1 C -0.856 -0.886 3.694
2 C -2.379 -0.941 4.193
3 C -3.175 -1.957 3.285
4 C -3.772 -1.380 1.946
5 C -2.759 -0.591 1.036
6 C -3.395 -0.310 -0.391
7 C -2.312 0.530 -1.202
8 C -2.965 1.546 -2.241
9 C -2.271 2.961 -1.983
10 C -2.401 3.940 -3.224
11 Si -0.944 5.163 -3.398
12 C 0.334 5.035 -1.984
13 C 0.040 4.790 -5.021
14 C -1.606 6.958 -3.640
15 C -2.992 7.222 -4.002
16 C -3.436 8.601 -4.210
17 C -2.445 9.678 -4.055
18 C -1.068 9.398 -3.681
19 C -0.596 8.027 -3.460
20 C -2.331 -1.561 5.701
21 C -3.721 -1.895 6.401
22 N -3.753 -1.647 7.853
23 C -1.272 -2.750 5.793
24 C -1.558 -3.783 6.927
25 O -1.816 -4.928 6.614
26 C -1.917 -0.225 6.472
27 O -1.032 -0.027 7.241
28 O -2.883 0.677 6.000
29 C -2.976 0.474 4.553
30 I -1.955 2.281 3.816
31 C -4.498 0.804 4.267
32 C -5.141 1.864 5.239
33 C -6.261 2.651 4.411
34 Cl -5.683 4.390 4.205
35 H -0.742 -0.198 2.809
36 H -0.154 -0.500 4.475
37 H -0.509 -1.887 3.316
38 H -2.438 -2.756 2.981
39 H -4.003 -2.502 3.810
40 H -4.113 -2.274 1.339
41 H -4.704 -0.764 2.087
42 H -1.752 -1.089 0.962
43 H -2.631 0.429 1.508
44 H -4.361 0.262 -0.289
45 H -3.586 -1.298 -0.886
46 H -1.752 1.141 -0.433
47 H -1.556 -0.155 -1.661
48 H -4.073 1.587 -2.052
49 H -2.767 1.156 -3.272
50 H -1.194 2.754 -1.764
51 H -2.809 3.409 -1.110
52 H -3.358 4.527 -3.090
53 H -2.563 3.322 -4.155
54 H 1.055 5.889 -2.118
55 H -0.130 5.055 -0.968
56 H 0.951 4.105 -2.155
57 H 1.098 5.125 -4.841
58 H -0.413 5.420 -5.831
59 H -0.041 3.702 -5.261
60 H -3.738 6.409 -4.137
61 H -4.493 8.845 -4.478
62 H -2.773 10.725 -4.230
63 H -0.338 10.229 -3.578
64 H 0.458 7.792 -3.173
65 H -4.577 -1.307 5.964
66 H -4.016 -2.976 6.252
67 H -2.902 -1.931 8.331
68 H -4.042 -0.702 8.091
69 H -1.302 -3.329 4.829
70 H -0.255 -2.304 5.954
71 H -1.588 -3.540 8.025
72 H -5.108 -0.142 4.184
73 H -4.535 1.257 3.234
74 H -5.670 1.337 6.083
75 H -4.433 2.643 5.605
76 H -7.245 2.648 4.955
77 H -6.392 2.267 3.373
78 C 6.771 -4.219 1.780
79 Si 5.430 -3.056 1.173
80 C 5.903 -1.301 1.641
81 C 5.363 -3.163 -0.694
82 O 3.968 -3.458 1.850
83 Si 3.275 -3.587 3.352
84 C 1.486 -4.125 3.236
85 C 3.324 -1.932 4.238
86 C 4.198 -4.847 4.390
87 H 6.938 -4.093 2.851
88 H 7.712 -4.017 1.263
89 H 6.493 -5.258 1.595
90 H 5.107 -0.604 1.369
91 H 6.817 -0.999 1.124
92 H 6.078 -1.220 2.716
93 H 4.609 -2.482 -1.096
94 H 5.122 -4.178 -1.018
95 H 6.331 -2.890 -1.121
96 H 0.895 -3.405 2.666
97 H 1.053 -4.204 4.236
98 H 1.408 -5.100 2.751
99 H 4.354 -1.633 4.443
100 H 2.789 -1.991 5.188
101 H 2.857 -1.156 3.626
102 H 5.219 -4.512 4.591
103 H 4.250 -5.808 3.872
104 H 3.696 -4.998 5.347
105 C 2.522 -3.594 -7.746
106 Si 2.314 -1.747 -7.483
107 C 3.881 -0.882 -8.047
108 C 0.904 -1.161 -8.564
109 O 2.022 -1.423 -5.881
110 Si 2.762 -1.626 -4.410
111 C 1.708 -0.947 -3.019
112 C 4.412 -0.733 -4.380
113 C 3.061 -3.447 -4.077
114 H 3.418 -3.959 -7.239
115 H 2.619 -3.819 -8.811
116 H 1.660 -4.138 -7.356
117 H 3.824 0.189 -7.838
118 H 4.029 -1.016 -9.120
119 H 4.755 -1.285 -7.530
120 H 0.757 -0.083 -8.465
121 H -0.029 -1.663 -8.296
122 H 1.119 -1.381 -9.613
123 H 1.530 0.124 -3.149
124 H 2.213 -1.094 -2.060
125 H 0.742 -1.455 -2.976
126 H 5.108 -1.181 -5.093
127 H 4.858 -0.788 -3.385
128 H 4.283 0.320 -4.643
129 H 3.772 -3.862 -4.796
130 H 2.128 -4.011 -4.156
131 H 3.468 -3.593 -3.074

***

The following is a quantum chemistry calculation of a single C4H6N2O molecule, from OMol25.

Output
SMILES = O=C1NC[C@H]2CN12
Maximum force = 0.856 eV/Å
Molecular weight = 98.10 g/mol
Relative energy (zero: lowest compared OMol25 entry of this formula, charge and spin) = 1.641 eV

Cartesian coordinates (Å):
1 O 0.997 2.099 0.902
2 C 0.736 1.160 0.190
3 N 1.360 -0.067 0.159
4 C 0.523 -1.120 -0.388
5 C -0.746 -0.358 -0.740
6 C -1.305 0.480 0.345
7 N -0.444 1.083 -0.681
8 H 2.010 -0.285 0.896
9 H 0.324 -1.904 0.351
10 H 0.989 -1.574 -1.269
11 H -1.379 -0.771 -1.528
12 H -2.311 0.851 0.479
13 H -0.755 0.405 1.282

***

The following is a quantum chemistry calculation of 2 unconnected molecules or ions with the total composition C6H17N2O at a distorted geometry, from OMol25.

Output
Total charge = +1
Maximum force = 3.512 eV/Å
Molecular weight = 133.21 g/mol
Relative energy (zero: lowest compared OMol25 entry of this formula, charge and spin) = 1.452 eV

Cartesian coordinates (Å):
1 C -0.497 -0.613 -2.633
2 C -0.740 0.089 -1.315
3 C 0.415 -0.158 -0.316
4 C 0.129 0.495 1.008
5 C 0.623 1.701 1.346
6 C -0.301 -1.517 2.319
7 N -0.827 -0.218 1.817
8 N -2.048 -0.471 -0.717
9 H 0.521 -0.257 -3.071
10 H -0.403 -1.718 -2.615
11 H -1.207 -0.359 -3.332
12 H -0.902 1.191 -1.453
13 H 0.610 -1.227 -0.204
14 H 1.354 0.263 -0.752
15 H 0.439 2.178 2.298
16 H 1.255 2.298 0.709
17 H -0.408 -2.235 1.499
18 H -0.883 -1.856 3.142
19 H 0.793 -1.492 2.575
20 H -1.139 0.354 2.617
21 H -2.830 0.136 -0.901
22 H -1.960 -0.522 0.338
23 H -2.300 -1.392 -1.025
24 H 3.573 2.210 -1.125
25 H 3.657 1.483 0.277
26 O 3.076 1.636 -0.486

***

The following is a quantum chemistry calculation of 13 unconnected molecules or ions with the total composition C50H138N12O14 at a distorted geometry, from OMol25.

Output
Maximum force = 2.458 eV/Å
Molecular weight = 1131.72 g/mol
Relative energy (zero: lowest compared OMol25 entry of this formula, charge and spin) = 1.007 eV

Cartesian coordinates (Å):
1 C 6.805 0.036 3.130
2 C 5.651 0.572 2.272
3 C 5.928 0.425 0.774
4 O 6.803 1.447 0.376
5 C 7.529 1.151 -0.796
6 N 4.430 -0.208 2.596
7 H 6.606 0.159 4.193
8 H 7.732 0.563 2.892
9 H 6.969 -1.015 2.886
10 H 5.404 1.617 2.469
11 H 5.008 0.387 0.184
12 H 6.351 -0.573 0.599
13 H 7.999 2.012 -1.264
14 H 6.863 0.671 -1.520
15 H 8.317 0.433 -0.547
16 H 4.607 -1.214 2.618
17 H 4.061 -0.054 3.529
18 C -1.498 -4.686 -4.317
19 C -0.447 -4.941 -3.258
20 C -0.957 -5.310 -1.879
21 O -1.710 -4.246 -1.339
22 C -2.464 -4.337 -0.174
23 N 0.417 -6.057 -3.680
24 H -1.115 -4.400 -5.293
25 H -2.052 -3.792 -4.013
26 H -2.119 -5.580 -4.398
27 H 0.190 -4.055 -3.202
28 H -0.103 -5.376 -1.193
29 H -1.480 -6.262 -1.746
30 H -3.212 -5.136 -0.204
31 H -3.055 -3.436 -0.008
32 H -1.797 -4.476 0.684
33 H -0.085 -6.938 -3.727
34 H 0.754 -5.980 -4.632
35 C -4.539 -0.919 2.432
36 C -4.438 -0.552 0.982
37 C -5.609 -0.984 0.087
38 O -5.441 -2.344 -0.303
39 C -6.521 -2.858 -1.065
40 N -4.222 0.913 0.898
41 H -5.373 -0.421 2.932
42 H -3.627 -0.630 2.957
43 H -4.644 -2.001 2.556
44 H -3.519 -1.003 0.605
45 H -5.704 -0.465 -0.872
46 H -6.571 -0.890 0.605
47 H -6.962 -2.084 -1.701
48 H -7.287 -3.233 -0.383
49 H -6.252 -3.648 -1.765
50 H -5.107 1.313 1.211
51 H -3.655 1.218 1.685
52 C 3.381 -2.556 -0.247
53 C 4.218 -3.616 0.500
54 C 5.653 -3.795 -0.068
55 O 6.215 -4.877 0.664
56 C 7.563 -5.103 0.267
57 N 4.399 -3.259 1.896
58 H 3.836 -1.576 -0.083
59 H 2.418 -2.483 0.260
60 H 3.293 -2.739 -1.317
61 H 3.681 -4.559 0.355
62 H 6.223 -2.863 -0.114
63 H 5.508 -4.044 -1.127
64 H 7.561 -5.477 -0.759
65 H 8.003 -5.875 0.898
66 H 8.157 -4.197 0.396
67 H 3.620 -3.669 2.410
68 H 5.189 -3.786 2.252
69 C 0.168 -4.553 2.821
70 C 1.130 -4.655 4.021
71 C 0.541 -5.609 5.087
72 O -0.797 -5.471 5.491
73 C -1.119 -6.013 6.762
74 N 2.403 -5.194 3.553
75 H 0.548 -3.899 2.036
76 H -0.821 -4.180 3.088
77 H 0.084 -5.587 2.479
78 H 1.355 -3.705 4.506
79 H 1.201 -5.565 5.967
80 H 0.758 -6.649 4.803
81 H -0.488 -5.622 7.563
82 H -0.929 -7.091 6.711
83 H -2.182 -5.855 6.927
84 H 2.921 -5.431 4.394
85 H 2.320 -6.063 3.038
86 C -4.520 -1.915 -4.907
87 C -4.429 -0.396 -5.082
88 C -5.148 0.211 -3.862
89 O -4.950 1.611 -3.841
90 C -5.112 2.178 -2.563
91 N -2.990 -0.041 -5.008
92 H -4.064 -2.244 -3.969
93 H -3.999 -2.469 -5.688
94 H -5.553 -2.261 -4.822
95 H -4.855 -0.018 -6.011
96 H -4.802 -0.277 -2.946
97 H -6.221 -0.003 -3.945
98 H -5.284 3.253 -2.584
99 H -4.237 2.004 -1.931
100 H -5.962 1.722 -2.044
101 H -2.753 -0.487 -4.119
102 H -3.024 0.934 -4.709
103 C 2.854 1.446 -1.289
104 C 2.958 2.432 -0.147
105 C 2.078 3.658 -0.450
106 O 2.117 4.086 -1.797
107 C 1.785 5.430 -2.001
108 N 2.561 1.848 1.134
109 H 1.818 1.128 -1.441
110 H 3.446 0.530 -1.275
111 H 3.171 1.925 -2.218
112 H 3.967 2.797 0.070
113 H 2.447 4.466 0.187
114 H 1.058 3.325 -0.228
115 H 1.909 5.639 -3.061
116 H 2.458 6.034 -1.381
117 H 0.769 5.683 -1.678
118 H 3.187 1.108 1.445
119 H 1.688 1.385 0.896
120 C -1.244 7.257 -5.652
121 C -0.818 5.826 -5.842
122 C -2.018 4.907 -5.867
123 O -2.755 4.897 -4.634
124 C -2.049 4.288 -3.583
125 N -0.070 5.739 -7.127
126 H -1.940 7.342 -4.816
127 H -1.721 7.640 -6.555
128 H -0.386 7.894 -5.427
129 H -0.154 5.546 -5.019
130 H -1.693 3.878 -6.061
131 H -2.792 5.187 -6.580
132 H -1.887 3.224 -3.772
133 H -2.629 4.342 -2.656
134 H -1.164 4.823 -3.224
135 H 0.345 4.805 -7.113
136 H 0.793 6.234 -6.904
137 C -0.051 -2.094 -5.537
138 C 0.397 -0.751 -6.069
139 C 0.621 0.258 -4.902
140 O 0.848 1.525 -5.487
141 C 1.279 2.571 -4.610
142 N 1.596 -0.777 -6.891
143 H -0.267 -2.691 -6.421
144 H -0.894 -1.959 -4.863
145 H 0.772 -2.483 -4.929
146 H -0.428 -0.263 -6.594
147 H 1.441 -0.147 -4.291
148 H -0.207 0.211 -4.186
149 H 0.535 3.152 -4.059
150 H 1.840 3.246 -5.255
151 H 1.929 2.231 -3.802
152 H 2.294 -1.309 -6.371
153 H 1.996 0.153 -6.780
154 C -0.784 -1.712 5.360
155 C -2.249 -1.335 5.562
156 C -2.856 -1.663 6.916
157 O -4.013 -0.860 7.179
158 C -4.497 -1.101 8.473
159 N -2.332 0.133 5.333
160 H -0.247 -1.167 6.145
161 H -0.312 -1.333 4.457
162 H -0.654 -2.786 5.498
163 H -2.780 -1.869 4.766
164 H -2.136 -1.410 7.703
165 H -3.114 -2.721 7.013
166 H -3.745 -0.978 9.263
167 H -4.860 -2.123 8.614
168 H -5.266 -0.407 8.809
169 H -1.576 0.458 5.931
170 H -3.193 0.362 5.820
171 C 0.290 7.290 1.452
172 C -0.204 6.496 2.634
173 C -0.775 5.118 2.309
174 O -1.867 5.201 1.432
175 C -1.972 4.099 0.560
176 N 0.875 6.341 3.622
177 H 0.317 8.321 1.812
178 H -0.371 7.329 0.584
179 H 1.261 6.903 1.141
180 H -1.066 7.005 3.076
181 H -1.082 4.633 3.240
182 H 0.067 4.567 1.876
183 H -1.939 3.187 1.162
184 H -1.161 4.028 -0.174
185 H -2.875 4.145 -0.048
186 H 1.451 7.174 3.655
187 H 1.525 5.620 3.309
188 C -1.580 0.809 -1.616
189 C -1.124 -0.634 -1.434
190 C -0.771 -1.028 0.025
191 O 0.217 -0.136 0.540
192 C 0.619 -0.505 1.855
193 N -2.218 -1.482 -1.881
194 H -2.417 1.039 -0.951
195 H -1.949 0.980 -2.627
196 H -0.823 1.554 -1.365
197 H -0.270 -0.899 -2.060
198 H -0.297 -2.016 0.094
199 H -1.578 -1.094 0.762
200 H -0.010 -1.281 2.291
201 H 0.578 0.407 2.454
202 H 1.672 -0.802 1.848
203 H -3.011 -1.384 -1.255
204 H -2.017 -2.474 -1.785
205 C 2.168 3.831 5.381
206 C 2.279 2.983 4.127
207 O 2.134 3.778 2.963
208 O 0.782 4.069 5.663
209 H 2.771 4.738 5.466
210 H 2.644 3.261 6.187
211 H 1.493 2.222 4.112
212 H 3.225 2.429 4.099
213 H 2.256 3.138 2.212
214 H 0.612 4.931 5.252